{"formula": "C29H35FO15", "method": "the ωB97M-V functional and the def2-TZVPD basis", "homo_ha": -0.3543, "homo_lumo_gap_ev": 8.63, "lumo_energy_ha": -0.03722, "charge": 0, "e_tot_ha": -2354.59432, "elements": ["C", "C", "F", "C", "C", "C", "C", "C", "C", "C", "C", "O", "C", "O", "C", "C", "O", "H", "H", "H", "H", "H", "H", "H", "H", "H", "H", "H", "C", "C", "C", "O", "C", "O", "O", "H", "H", "H", "H", "H", "H", "C", "C", "C", "O", "C", "O", "O", "H", "H", "H", "H", "H", "H", "C", "C", "C", "O", "C", "O", "O", "H", "H", "H", "H", "H", "H", "C", "C", "C", "O", "C", "O", "O", "H", "H", "H", "H", "H", "H"], "xyz": [[-4.03080, -4.59363, 0.26075], [-3.69973, -5.19348, -1.08836], [-4.59429, -4.68375, -2.01942], [-2.25903, -4.96345, -1.51238], [-1.87584, -3.50475, -1.60657], [-2.55706, -2.62642, -2.45987], [-2.22782, -1.27465, -2.51780], [-1.19062, -0.80475, -1.71754], [-0.47551, -1.66220, -0.88692], [-0.82367, -3.00578, -0.83222], [0.63838, -1.10980, -0.08644], [1.00143, -1.57470, 0.95751], [1.28983, 0.10376, -0.67603], [2.58338, 0.32267, -0.34031], [0.59851, 0.93254, -1.46580], [-0.82163, 0.63978, -1.71469], [-1.66300, 1.49264, -1.86179], [-4.01737, -3.50800, 0.20389], [-3.30921, -4.90499, 1.01071], [-5.03408, -4.90189, 0.53537], [-3.86450, -6.27101, -1.02860], [-1.65175, -5.38248, -0.71154], [-2.01071, -5.50422, -2.42277], [-3.35983, -2.98998, -3.08174], [-2.75874, -0.59853, -3.16954], [-0.27604, -3.67076, -0.17718], [3.15423, 0.31045, -1.11909], [1.08091, 1.79845, -1.89225], [6.69168, -2.71545, -2.06956], [6.70465, -1.27939, -2.52597], [7.72424, -0.39704, -1.84298], [7.10715, 0.89754, -1.92986], [5.77351, 0.70599, -1.97332], [4.95612, 1.56347, -1.85037], [5.48128, -0.60157, -2.17059], [6.50578, -2.77788, -0.99676], [5.89852, -3.26987, -2.56993], [7.64465, -3.19386, -2.29386], [6.80781, -1.22416, -3.61280], [8.69266, -0.39116, -2.33592], [7.85385, -0.64665, -0.78767], [-5.00964, 3.24622, -2.60102], [-5.90589, 2.06260, -2.85133], [-5.74620, 0.93475, -1.85817], [-6.12346, -0.20876, -2.63973], [-5.84833, 0.07729, -3.93596], [-5.84990, -0.71633, -4.81940], [-5.55976, 1.39496, -4.07996], [-3.96623, 2.92692, -2.61241], [-5.12895, 3.99970, -3.37947], [-5.23454, 3.70226, -1.63692], [-6.95176, 2.37414, -2.92613], [-6.38783, 1.03022, -0.98578], [-4.70903, 0.80753, -1.53691], [1.21547, -0.25350, 3.52917], [1.78103, 0.53898, 4.68097], [3.28464, 0.67682, 4.67054], [3.58235, 0.83901, 6.06430], [2.60256, 0.20536, 6.76287], [2.64754, -0.01986, 7.92806], [1.58000, -0.13253, 5.94393], [1.63569, -1.25802, 3.50987], [0.13549, -0.35741, 3.62892], [1.42944, 0.23125, 2.58133], [1.29907, 1.51159, 4.74511], [3.63675, 1.53543, 4.10273], [3.78619, -0.22518, 4.31128], [-0.06104, 5.74786, 1.58493], [-0.02993, 4.71940, 2.68621], [0.61548, 3.40554, 2.31359], [-0.04702, 2.48338, 3.19280], [-1.27833, 2.99919, 3.46122], [-2.15487, 2.40233, 3.99095], [-1.35663, 4.28318, 3.03390], [-0.59032, 5.36190, 0.71283], [-0.58493, 6.64485, 1.91344], [0.95202, 6.02398, 1.29272], [0.42861, 5.13704, 3.58714], [1.69005, 3.38929, 2.48456], [0.40846, 3.11003, 1.28182]], "atomic_forces_ev_per_a": [[-0.097, 0.222, -0.315], [0.217, -0.317, 0.560], [-0.069, -0.029, -0.277], [0.173, 0.498, 0.290], [0.114, 0.339, -0.190], [0.159, 0.217, 0.019], [0.242, -0.425, 0.551], [-0.054, 0.076, -0.196], [-0.462, -0.280, -0.387], [-0.317, -0.064, -0.005], [-0.182, 0.214, -0.167], [0.386, -0.552, 0.357], [0.234, 0.475, -0.568], [0.021, -0.461, 0.454], [0.254, -0.330, 0.158], [-0.119, -0.406, 0.019], [-0.216, 0.595, -0.364], [0.048, 0.134, -0.006], [-0.022, -0.133, 0.128], [-0.071, -0.046, 0.223], [-0.078, -0.087, -0.209], [0.085, -0.290, -0.025], [-0.150, 0.004, -0.184], [-0.058, -0.096, -0.037], [-0.065, 0.084, -0.050], [0.042, 0.019, 0.079], [0.094, 0.422, -0.090], [-0.180, 0.295, 0.064], [-0.325, -0.005, 0.122], [0.125, -0.353, 0.123], [0.130, 0.067, -0.074], [-0.030, -0.072, 0.047], [0.053, -0.024, -0.007], [-0.153, -0.100, 0.017], [0.023, 0.135, -0.074], [0.080, 0.047, 0.015], [0.055, -0.003, -0.063], [0.019, 0.028, -0.029], [0.000, 0.073, 0.000], [-0.038, 0.177, -0.048], [-0.040, -0.077, -0.009], [0.280, 0.001, -0.326], [0.183, 0.241, 0.177], [-0.086, -0.080, 0.118], [0.074, 0.050, -0.003], [0.042, 0.053, -0.015], [0.020, -0.030, -0.009], [-0.147, -0.114, 0.030], [-0.001, -0.014, 0.121], [-0.102, 0.004, 0.037], [-0.037, -0.034, 0.014], [-0.022, -0.071, -0.003], [-0.094, -0.148, -0.067], [0.030, 0.105, -0.034], [-0.156, -0.235, 0.495], [-0.019, -0.325, -0.367], [0.085, 0.131, 0.048], [-0.004, -0.059, -0.069], [-0.089, -0.054, 0.006], [0.020, 0.018, 0.006], [0.136, 0.130, 0.055], [0.124, 0.031, -0.045], [-0.008, 0.119, -0.041], [0.075, 0.068, 0.000], [0.022, 0.067, 0.095], [0.057, 0.064, 0.151], [-0.081, -0.029, -0.053], [-0.326, 0.046, -0.024], [0.053, 0.190, -0.293], [0.196, -0.145, 0.076], [-0.166, 0.322, -0.228], [-0.101, 0.002, 0.004], [0.015, -0.022, 0.007], [0.090, -0.098, 0.109], [0.066, -0.072, -0.007], [0.069, 0.016, 0.037], [0.023, -0.017, 0.031], [0.009, -0.061, 0.027], [-0.031, -0.119, 0.111], [-0.027, 0.093, -0.028]], "mulliken_charge": [-1.28, 0.40, -0.31, -1.21, 0.78, -0.41, -0.92, 0.65, 0.30, -0.69, 0.23, -0.57, 0.06, -0.34, -0.55, 0.04, -0.60, 0.27, 0.34, 0.39, 0.33, 0.36, 0.38, 0.53, 0.62, 0.42, 0.15, 0.58, -1.43, 0.49, -0.50, -0.33, 0.70, -0.55, -0.33, 0.36, 0.35, 0.38, 0.25, 0.31, 0.31, -1.26, 0.44, -0.21, -0.35, 0.70, -0.55, -0.38, 0.23, 0.35, 0.37, 0.24, 0.35, 0.10, -1.46, 0.92, -0.45, -0.37, 0.58, -0.54, -0.43, 0.53, 0.35, 0.11, 0.09, 0.30, 0.32, -1.48, 0.50, -0.27, -0.16, 0.51, -0.54, -0.39, 0.35, 0.38, 0.38, 0.30, 0.34, 0.10]}